Entry 1:
The following is a DFT calculation (ωB97M-V/def2-TZVPD) of a cluster of 2 separate species, C4H13N in total in a non-equilibrium geometry.

## Properties
Multiplicity: 2
⟨S²⟩: 0.7505
Largest force on an atom, eV/Å: 1.8
Total charge: -1
LUMO energy (spin up / spin down), eV: 3.87 / 4.12
Relative energy (zero: lowest compared OMol25 entry of this formula, charge and spin), kJ/mol: 67.4
Gap between HOMO and LUMO (spin up / spin down), eV: 2.420 / 9.567
HOMO (spin up / spin down), eV: 1.45 / -5.45

Last column: Löwdin spin population.
Element x y z (Å)
C -1.76204 1.33231 3.52264  0.098
C -2.59459 1.36545 2.25126  0.167
H -1.12042 0.44806 3.54249  0.024
H -1.07634 2.19106 3.51282  0.015
H -2.24048 1.45940 4.49679  0.006
H -1.95830 1.37638 1.37203  0.062
H -3.15918 2.31171 2.24593  0.015
H -3.42304 0.66493 2.21120  0.020
C 0.54534 -1.28354 -2.12464  0.215
N 1.94269 -1.20062 -1.56827  0.031
C 2.88316 -1.06659 -2.68953  0.108
H 0.08804 -2.04049 -1.50534  0.035
H 0.55656 -1.55987 -3.17872  0.015
H 0.05452 -0.31204 -2.00407  0.077
H 1.92103 -0.31453 -1.09064  0.067
H 3.93440 -1.10001 -2.39389  0.013
H 2.88781 -2.00350 -3.26587  0.008
H 2.52082 -0.26809 -3.33420  0.023

***

Entry 2:
The following is a DFT calculation (ωB97M-V/def2-TZVPD) of a structure of composition C42H50ClF3FeGeN2O7S2SeSi in a non-equilibrium geometry.

## Properties
Multiplicity: 6
⟨S²⟩: 8.9733
Largest force on an atom, eV/Å: 2.6
Total charge: -1
LUMO energy (spin up / spin down), eV: 0.89 / 1.38
Relative energy (zero: lowest compared OMol25 entry of this formula, charge and spin), kJ/mol: 412.6
Gap between HOMO and LUMO (spin up / spin down), eV: 5.657 / 6.857
HOMO (spin up / spin down), eV: -4.77 / -5.48

Last column: Löwdin spin population.
Element x y z (Å)
Fe -0.29747 -0.87596 -0.85816  3.093
S -3.94850 -1.61394 -3.27960  -0.005
C -3.49349 -3.07671 -2.49946  -0.017
C -2.40996 -2.91549 -1.69772  -0.019
C -1.92421 -1.58181 -1.68593  -0.213
C -2.64843 -0.77140 -2.49514  0.001
C -2.29212 0.60290 -2.71646  0.002
C -2.96522 1.45836 -3.59043  0.007
C -2.51670 2.75481 -3.73779  0.002
C -1.39520 3.15725 -3.02434  0.007
C -0.77844 2.23826 -2.19185  0.022
N -1.20882 0.99352 -2.01948  0.028
H -4.04976 -3.97928 -2.69204  -0.002
H -1.94576 -3.72182 -1.15066  -0.001
H -3.81998 1.09444 -4.14377  0.001
H -3.02399 3.43969 -4.40469  0.000
H -1.00432 4.16049 -3.11753  0.001
H 0.11989 2.50575 -1.65331  0.011
C -2.58558 2.87744 3.19673  0.005
C -2.04567 1.56080 3.75874  0.001
C -0.77602 1.81545 4.57392  0.001
C -3.09460 0.89158 4.64940  0.000
O -1.72833 0.75507 2.63297  0.003
Si -1.64036 -0.86678 2.40723  0.011
O -1.12232 -1.09817 0.92697  0.065
O -3.10990 -1.54880 2.72843  0.002
C -4.26323 -1.68314 1.91508  0.000
C -4.43198 -0.48416 0.97926  0.000
C -4.14263 -2.96949 1.10235  0.001
C -5.45866 -1.79060 2.86416  0.000
O -0.69686 -1.40524 3.63976  0.001
C -0.30566 -2.73076 3.99569  0.000
C 0.59905 -2.60454 5.22084  0.000
C -1.52322 -3.58777 4.35535  0.000
C 0.46612 -3.37377 2.84146  0.000
H -2.92169 3.52929 4.00473  0.000
H -3.42004 2.67124 2.52450  0.000
H -1.80197 3.37753 2.62655  0.006
H -1.00483 2.38480 5.47645  0.000
H -0.05222 2.37115 3.97904  0.001
H -0.33866 0.85662 4.85414  0.000
H -3.30575 1.51366 5.52001  0.000
H -2.72332 -0.07906 4.97926  0.000
H -4.01631 0.73120 4.08905  0.000
H -3.54860 -0.38993 0.34668  0.000
H -4.52810 0.43191 1.56518  0.000
H -5.31562 -0.61344 0.35308  0.000
H -3.22732 -2.92776 0.52139  0.000
H -4.99085 -3.08656 0.42597  0.000
H -4.09950 -3.83338 1.76895  0.000
H -5.56635 -0.87261 3.44336  0.000
H -5.29900 -2.61830 3.55635  0.000
H -6.37647 -1.97010 2.30173  0.000
H 0.04729 -2.18037 6.06181  0.000
H 1.44780 -1.95857 4.99374  0.000
H 0.97371 -3.58848 5.50737  0.000
H -2.12303 -3.08588 5.11639  0.000
H -1.19051 -4.55537 4.73377  0.000
H -2.14764 -3.73077 3.47644  0.000
H 1.42592 -2.87283 2.71787  0.001
H -0.09828 -3.25130 1.91627  0.000
H 0.64173 -4.43443 3.02538  0.000
F 3.14020 -2.28335 -3.11247  0.004
C 2.23207 -3.19285 -3.48737  -0.001
F 2.60094 -4.37809 -2.99518  0.000
F 2.27047 -3.27868 -4.82174  0.000
S 0.53411 -2.71692 -2.87929  0.010
O -0.33183 -3.48731 -3.71802  0.009
O 0.50607 -1.26264 -3.08090  0.077
O 0.58418 -3.04865 -1.46388  0.010
Cl 5.50758 3.15886 3.12990  0.041
C 3.94810 2.90910 2.41811  0.140
C 3.17453 1.82649 2.82664  -0.019
C 1.93606 1.62494 2.26657  0.124
C 1.42330 2.51164 1.28074  0.045
C 0.15846 2.32882 0.73498  0.470
C 2.24774 3.60450 0.89362  0.118
C 3.49234 3.79260 1.44283  -0.017
H 3.56072 1.15010 3.57577  -0.003
H 1.31421 0.79523 2.57823  0.004
H -0.25219 3.06566 0.05935  0.023
H -0.45937 1.48743 0.99950  0.022
H 1.87727 4.28778 0.13894  0.005
H 4.12256 4.61476 1.13105  -0.004
Ge 2.17960 0.95331 -2.59494  0.448
C 2.04155 1.24033 -4.57280  0.079
C 1.35837 2.33524 -5.09477  0.022
C 1.21042 2.50373 -6.46405  0.001
C 1.73609 1.56456 -7.33978  0.015
C 2.42220 0.46804 -6.83524  -0.001
C 2.56743 0.30834 -5.46563  0.017
C 4.17380 0.88769 -2.27865  0.086
C 4.85566 -0.16264 -1.68053  0.003
C 6.21222 -0.06362 -1.39902  0.001
C 6.90623 1.08769 -1.73429  -0.002
C 6.24145 2.13488 -2.35809  0.006
C 4.88361 2.03710 -2.61940  0.022
H 2.04433 2.50339 -2.15346  0.066
H 0.94333 3.07066 -4.41516  0.002
H 0.67976 3.36578 -6.85157  0.000
H 1.61079 1.68502 -8.40879  0.001
H 2.83909 -0.26544 -7.51485  0.000
H 3.10320 -0.55120 -5.08133  0.001
H 4.33005 -1.06944 -1.42402  0.001
H 6.71865 -0.88455 -0.90699  0.000
H 7.96228 1.17135 -1.50856  0.000
H 6.78241 3.03302 -2.63213  0.001
H 4.35756 2.86236 -3.08854  0.006
Se 3.58666 -1.60223 1.45597  0.050
C 2.28600 -0.99516 0.49406  0.035
N 1.40167 -0.57209 -0.16033  0.067

***

What did the first record say?
The following is a DFT calculation (ωB97M-V/def2-TZVPD) of a cluster of 2 separate species, C4H13N in total in a non-equilibrium geometry.

## Properties
Multiplicity: 2
⟨S²⟩: 0.7505
Largest force on an atom, eV/Å: 1.8
Total charge: -1
LUMO energy (spin up / spin down), eV: 3.87 / 4.12
Relative energy (zero: lowest compared OMol25 entry of this formula, charge and spin), kJ/mol: 67.4
Gap between HOMO and LUMO (spin up / spin down), eV: 2.420 / 9.567
HOMO (spin up / spin down), eV: 1.45 / -5.45

Last column: Löwdin spin population.
Element x y z (Å)
C -1.76204 1.33231 3.52264  0.098
C -2.59459 1.36545 2.25126  0.167
H -1.12042 0.44806 3.54249  0.024
H -1.07634 2.19106 3.51282  0.015
H -2.24048 1.45940 4.49679  0.006
H -1.95830 1.37638 1.37203  0.062
H -3.15918 2.31171 2.24593  0.015
H -3.42304 0.66493 2.21120  0.020
C 0.54534 -1.28354 -2.12464  0.215
N 1.94269 -1.20062 -1.56827  0.031
C 2.88316 -1.06659 -2.68953  0.108
H 0.08804 -2.04049 -1.50534  0.035
H 0.55656 -1.55987 -3.17872  0.015
H 0.05452 -0.31204 -2.00407  0.077
H 1.92103 -0.31453 -1.09064  0.067
H 3.93440 -1.10001 -2.39389  0.013
H 2.88781 -2.00350 -3.26587  0.008
H 2.52082 -0.26809 -3.33420  0.023

***

- The lowest relative energy (zero: lowest compared OMol25 entry of this formula, charge and spin) belongs to which entry?
  C4H13N

***

- ⟨S²⟩ of number 1 (C4H13N)?
  0.7505

***

- Which of these has the highest ⟨S²⟩?
  C42H50ClF3FeGeN2O7S2SeSi